No. 1
DFT (wB97M-V/def2-TZVPD) results for a cluster of 10 separate species, C55H109F9N8O14S2 in total.

```
197
Properties=species:S:1:pos:R:3:lowdin_charge:R:1
O 5.01 1.10 -4.51 0.395
H 5.39 0.66 -5.28 0.188
H 4.17 0.72 -4.22 0.192
H 4.82 2.01 -4.74 0.191
C 2.42 7.86 -6.75 -0.434
O 2.36 8.64 -7.94 -0.114
O 3.51 6.95 -6.99 -0.329
C 2.44 8.77 -5.42 -0.619
F 3.51 8.51 -4.64 0.106
F 2.45 10.04 -5.64 0.155
F 1.33 8.53 -4.74 0.127
C 1.13 9.24 -8.29 -0.305
C 1.17 10.21 -9.45 -0.086
H 1.73 11.12 -9.26 0.068
H 1.65 9.72 -10.30 0.071
H 0.17 10.52 -9.76 0.065
H 0.67 9.77 -7.46 0.102
H 0.46 8.40 -8.47 0.110
H 1.55 7.21 -6.77 0.115
C -0.75 1.52 -1.15 -0.674
F -1.39 1.21 0.01 0.099
F -1.51 2.11 -1.96 0.221
F 0.26 2.37 -0.88 0.111
S -0.04 -0.19 -1.75 0.663
O 1.21 -0.50 -1.08 -0.341
O -1.06 -1.15 -1.41 -0.304
N 0.38 0.08 -3.40 -0.313
S -0.78 -0.62 -4.10 0.498
O -0.72 -2.07 -3.99 -0.325
O -2.12 -0.12 -3.74 -0.316
C -0.39 -0.21 -5.86 -0.641
F -0.25 1.10 -5.98 0.120
F 0.69 -0.88 -6.34 0.106
F -1.53 -0.50 -6.57 0.097
C 7.86 -9.83 5.48 -0.022
C 6.99 -9.64 4.19 -0.490
C 5.53 -9.64 4.68 -0.163
C 5.03 -8.29 5.21 -0.186
C 5.39 -7.14 4.28 -0.156
C 6.82 -7.08 3.69 -0.465
N 7.19 -8.50 3.27 -0.014
O 8.47 -8.48 2.56 -0.040
C 6.65 -6.05 2.55 -0.033
C 7.77 -6.51 4.79 -0.020
C 7.08 -10.95 3.36 -0.054
H 7.55 -9.17 6.29 0.067
H 8.87 -9.62 5.12 0.086
H 7.81 -10.88 5.78 0.084
H 4.81 -9.82 3.88 0.120
H 5.40 -10.40 5.45 0.120
H 5.52 -8.20 6.18 0.100
H 3.95 -8.29 5.39 0.114
H 5.21 -6.27 4.90 0.119
H 4.68 -7.15 3.45 0.113
H 6.71 -5.09 3.05 0.088
H 7.53 -6.07 1.90 0.073
H 5.85 -6.30 1.85 0.087
H 8.01 -7.29 5.51 0.059
H 8.75 -6.31 4.38 0.083
H 7.39 -5.57 5.20 0.087
H 6.73 -11.83 3.91 0.083
H 8.11 -11.22 3.12 0.075
H 6.63 -10.88 2.37 0.087
C -8.90 -11.67 -8.13 -0.053
C -8.75 -10.13 -8.02 -0.440
C -9.87 -9.66 -7.03 -0.183
C -9.74 -8.25 -6.71 -0.201
C -8.34 -8.08 -6.05 -0.124
C -7.14 -8.43 -7.00 -0.515
N -7.34 -9.74 -7.60 -0.035
O -6.26 -10.13 -8.47 -0.028
C -6.83 -7.30 -7.97 -0.030
C -6.02 -8.60 -5.95 -0.047
C -9.16 -9.63 -9.42 -0.042
H -8.54 -12.26 -7.29 0.081
H -8.31 -12.07 -8.96 0.073
H -9.92 -12.00 -8.32 0.085
H -10.88 -9.80 -7.41 0.124
H -9.69 -10.24 -6.12 0.126
H -10.41 -7.94 -5.90 0.114
H -9.97 -7.62 -7.56 0.117
H -8.24 -8.42 -5.02 0.119
H -8.27 -7.00 -5.93 0.112
H -7.70 -7.00 -8.55 0.071
H -6.56 -6.34 -7.54 0.090
H -6.01 -7.54 -8.64 0.087
H -5.05 -8.64 -6.45 0.080
H -5.95 -7.74 -5.29 0.089
H -6.12 -9.53 -5.40 0.090
H -8.80 -10.25 -10.24 0.080
H -8.69 -8.67 -9.64 0.069
H -10.22 -9.49 -9.62 0.088
C -8.21 0.31 0.59 -0.009
C -9.41 0.37 1.64 -0.429
C -10.37 -0.90 1.57 -0.184
C -10.00 -2.11 2.28 -0.211
C -9.66 -1.77 3.77 -0.119
C -8.63 -0.56 3.87 -0.467
N -9.09 0.62 3.06 -0.051
O -8.37 1.81 3.36 -0.030
C -8.69 -0.22 5.43 -0.038
C -7.21 -1.08 3.56 -0.018
C -10.41 1.49 1.20 -0.062
H -7.57 -0.57 0.50 0.066
H -7.46 0.99 1.01 0.079
H -8.52 0.59 -0.42 0.084
H -11.39 -0.60 1.83 0.116
H -10.40 -1.18 0.52 0.122
H -9.10 -2.48 1.78 0.108
H -10.78 -2.86 2.23 0.114
H -9.15 -2.61 4.23 0.110
H -10.63 -1.51 4.20 0.113
H -8.45 -1.05 6.09 0.079
H -7.95 0.57 5.57 0.067
H -9.69 0.15 5.67 0.078
H -6.63 -0.21 3.85 0.087
H -6.98 -1.90 4.24 0.087
H -7.15 -1.39 2.51 0.068
H -11.01 1.45 0.29 0.087
H -9.71 2.32 1.10 0.071
H -11.04 1.92 1.98 0.083
C 12.39 3.55 4.34 -0.064
C 11.00 3.06 4.11 -0.501
C 10.40 2.89 5.55 -0.141
C 8.90 2.70 5.49 -0.172
C 8.25 3.95 4.82 -0.155
C 8.82 4.30 3.48 -0.537
N 10.30 4.20 3.40 0.004
O 10.77 4.45 2.01 -0.041
C 8.16 3.42 2.47 -0.042
C 8.29 5.76 3.25 -0.026
C 11.01 1.75 3.31 -0.015
H 12.48 4.38 5.04 0.087
H 12.71 3.86 3.34 0.082
H 13.04 2.81 4.82 0.089
H 10.86 2.04 6.05 0.120
H 10.52 3.72 6.25 0.122
H 8.51 2.63 6.51 0.111
H 8.59 1.85 4.89 0.103
H 8.28 4.84 5.44 0.116
H 7.21 3.61 4.74 0.119
H 7.09 3.49 2.65 0.092
H 8.22 3.84 1.46 0.090
H 8.50 2.39 2.58 0.072
H 8.82 6.45 3.91 0.082
H 8.43 6.04 2.20 0.079
H 7.24 5.92 3.51 0.087
H 11.43 1.80 2.31 0.091
H 10.00 1.35 3.21 0.061
H 11.66 1.10 3.90 0.088
C -2.25 8.98 6.57 -0.053
C -0.89 9.66 6.29 -0.458
C -1.20 10.84 5.25 -0.151
C -0.03 11.81 5.04 -0.177
C 0.23 12.43 6.43 -0.136
C 0.74 11.35 7.41 -0.499
N -0.25 10.22 7.56 0.002
O 0.19 9.11 8.44 -0.045
C 2.20 10.97 7.14 -0.025
C 0.73 12.09 8.76 -0.063
C -0.04 8.60 5.52 -0.027
H -2.85 9.62 7.22 0.080
H -2.08 8.10 7.19 0.075
H -2.88 8.69 5.73 0.088
H -1.49 10.28 4.36 0.107
H -2.09 11.42 5.45 0.112
H -0.29 12.54 4.28 0.110
H 0.75 11.23 4.56 0.103
H -0.62 13.01 6.77 0.122
H 1.04 13.13 6.24 0.117
H 2.18 10.51 6.15 0.062
H 2.86 11.82 6.96 0.090
H 2.60 10.30 7.90 0.090
H -0.20 12.57 9.06 0.084
H 1.13 11.50 9.59 0.078
H 1.52 12.85 8.78 0.080
H 0.96 8.98 5.31 0.066
H -0.61 8.33 4.63 0.087
H 0.05 7.75 6.19 0.078
O -3.67 -9.01 1.28 0.052
C -3.07 -8.03 1.58 -0.681
N -3.67 -6.88 1.53 0.163
C -1.58 -8.03 1.89 -0.002
H -4.63 -6.94 1.20 0.122
H -3.21 -5.98 1.56 0.115
H -1.39 -8.74 2.70 0.078
H -1.23 -7.04 2.21 0.070
H -1.01 -8.42 1.06 0.084
O 2.62 4.74 -13.24 0.019
C 1.75 3.93 -13.58 -0.634
N 1.90 2.68 -13.37 0.154
C 0.53 4.25 -14.44 -0.016
H 1.19 2.04 -13.72 0.114
H 2.64 2.38 -12.75 0.128
H 0.68 5.28 -14.76 0.080
H -0.40 4.30 -13.87 0.080
H 0.33 3.61 -15.30 0.075
```

Calculated values
Total charge ... -1
Total energy ... -5346.86778 Eh
Maximum force ... 6.073 eV/Å
Spin multiplicity ... 6



No. 2
DFT (wB97M-V/def2-TZVPD) results for a cluster of 10 separate species, C55H134N10O10 in total.

```
209
Properties=species:S:1:pos:R:3:lowdin_charge:R:1
C 0.90 0.01 0.93 -0.019
C -0.31 -0.66 0.24 -0.432
C -1.27 -1.33 1.26 -0.002
C -1.11 0.50 -0.55 -0.105
C -0.42 1.08 -1.80 -0.161
C -0.08 -0.06 -2.73 -0.120
C 0.80 -1.17 -2.09 -0.496
C 0.85 -2.42 -3.01 -0.018
C 2.24 -0.69 -2.01 -0.030
N 0.20 -1.56 -0.80 -0.112
O 0.85 -2.66 -0.23 -0.026
H 0.51 0.59 1.76 0.070
H 1.55 -0.73 1.39 0.082
H 1.46 0.77 0.37 0.060
H -2.09 -1.86 0.77 0.055
H -0.67 -2.07 1.79 0.077
H -1.69 -0.55 1.90 0.073
H -2.16 0.30 -0.72 0.102
H -1.17 1.35 0.12 0.098
H -1.15 1.64 -2.38 0.095
H 0.37 1.76 -1.47 0.086
H 0.54 0.23 -3.58 0.097
H -0.97 -0.59 -3.07 0.116
H -0.17 -2.79 -2.98 0.076
H 1.47 -3.19 -2.56 0.069
H 1.06 -2.15 -4.04 0.062
H 2.79 -1.44 -1.45 0.085
H 2.50 0.17 -1.40 0.055
H 2.67 -0.52 -3.00 0.079
H 0.20 -3.32 -0.48 0.081
C 2.41 3.41 -2.45 -0.020
C 3.45 4.18 -1.53 -0.464
C 3.20 5.69 -1.75 -0.004
C 3.23 3.55 -0.15 -0.140
C 4.25 3.88 0.94 -0.172
C 5.58 3.29 0.41 -0.129
C 5.97 3.86 -1.03 -0.448
C 6.60 5.28 -0.91 -0.029
C 7.06 2.83 -1.57 -0.034
N 4.80 3.78 -1.92 -0.116
O 5.05 4.09 -3.28 -0.024
H 2.45 2.36 -2.18 0.057
H 1.41 3.83 -2.29 0.070
H 2.70 3.55 -3.49 0.067
H 2.16 5.89 -2.01 0.066
H 3.34 6.20 -0.80 0.058
H 3.87 6.11 -2.49 0.085
H 2.26 3.94 0.15 0.114
H 3.31 2.46 -0.14 0.110
H 4.44 4.95 1.03 0.100
H 3.96 3.39 1.86 0.082
H 5.56 2.20 0.41 0.112
H 6.38 3.60 1.08 0.112
H 6.14 6.03 -0.26 0.074
H 6.78 5.63 -1.93 0.077
H 7.60 5.18 -0.48 0.073
H 7.85 2.67 -0.84 0.074
H 7.63 3.32 -2.35 0.073
H 6.62 1.86 -1.81 0.084
H 5.25 3.29 -3.76 0.094
C -4.51 0.60 2.97 -0.056
C -5.42 0.33 1.80 -0.455
C -5.29 1.56 0.80 -0.013
C -4.84 -0.95 1.12 -0.120
C -5.85 -1.56 0.07 -0.150
C -7.12 -1.90 0.82 -0.165
C -7.80 -0.74 1.48 -0.510
C -8.66 0.01 0.44 -0.034
C -8.80 -1.23 2.57 -0.036
N -6.84 0.08 2.25 -0.094
O -7.39 1.20 2.93 -0.012
H -4.58 -0.19 3.71 0.067
H -3.46 0.47 2.69 0.070
H -4.77 1.40 3.67 0.087
H -5.57 2.49 1.28 0.074
H -4.29 1.77 0.40 0.067
H -5.99 1.39 -0.02 0.065
H -3.94 -0.75 0.54 0.082
H -4.59 -1.65 1.91 0.116
H -6.11 -0.87 -0.73 0.104
H -5.40 -2.45 -0.37 0.088
H -7.03 -2.82 1.41 0.129
H -7.74 -2.17 -0.03 0.116
H -9.01 0.97 0.83 0.083
H -9.52 -0.59 0.15 0.084
H -8.13 0.22 -0.48 0.070
H -8.35 -1.57 3.51 0.082
H -9.33 -2.06 2.09 0.082
H -9.45 -0.41 2.86 0.076
H -7.44 0.94 3.86 0.099
C 1.73 6.52 1.96 -0.098
O 0.57 5.86 1.47 -0.187
C -0.12 6.63 0.52 -0.216
C -1.53 6.12 0.20 -0.430
C -1.50 4.80 -0.62 -0.058
N -2.27 7.09 -0.54 0.028
H 2.34 6.90 1.14 0.075
H 2.27 5.80 2.58 0.082
H 1.52 7.35 2.64 0.086
H -0.22 7.62 0.95 0.122
H 0.42 6.73 -0.43 0.115
H -2.09 5.93 1.12 0.139
H -2.51 4.45 -0.82 0.071
H -0.85 4.03 -0.20 0.062
H -1.07 5.01 -1.60 0.064
H -3.23 6.81 -0.71 0.076
H -1.84 7.25 -1.44 0.072
C -1.93 -0.72 -6.16 -0.125
O -1.59 0.66 -6.29 -0.226
C -2.87 1.38 -6.41 -0.124
C -2.40 2.91 -6.38 -0.398
C -1.70 3.25 -5.03 -0.071
N -3.57 3.77 -6.36 0.004
H -2.82 -1.07 -5.64 0.085
H -1.14 -1.27 -5.65 0.069
H -2.04 -1.16 -7.16 0.085
H -3.33 1.09 -7.36 0.117
H -3.56 1.17 -5.59 0.121
H -1.79 3.24 -7.22 0.131
H -1.43 4.30 -4.91 0.070
H -0.67 2.91 -4.99 0.058
H -2.21 2.91 -4.13 0.071
H -4.21 3.49 -7.09 0.066
H -3.24 4.71 -6.50 0.073
C 1.32 -3.42 4.57 -0.154
O 0.00 -3.07 4.55 -0.197
C -0.68 -3.29 5.78 -0.182
C -2.20 -3.46 5.74 -0.476
C -2.96 -2.30 5.21 -0.066
N -2.71 -3.82 7.05 0.046
H 1.47 -4.44 4.93 0.064
H 2.02 -2.81 5.14 0.088
H 1.61 -3.39 3.52 0.082
H -0.29 -4.27 6.07 0.111
H -0.43 -2.67 6.65 0.133
H -2.44 -4.23 5.01 0.106
H -2.52 -1.40 5.64 0.084
H -4.04 -2.31 5.38 0.080
H -2.81 -2.14 4.14 0.064
H -3.67 -4.09 6.89 0.075
H -2.20 -4.60 7.43 0.071
C -2.76 -4.18 -0.54 -0.079
O -2.12 -4.60 0.64 -0.202
C -1.58 -5.89 0.72 -0.197
C -0.73 -5.90 1.99 -0.440
C -0.10 -7.25 2.37 -0.036
N -1.57 -5.40 3.08 0.057
H -3.56 -3.47 -0.30 0.063
H -3.25 -5.02 -1.04 0.094
H -2.10 -3.69 -1.25 0.077
H -2.30 -6.65 1.02 0.127
H -1.00 -6.31 -0.11 0.133
H -0.01 -5.09 1.94 0.125
H 0.10 -7.30 3.44 0.077
H 0.83 -7.37 1.81 0.047
H -0.81 -8.01 2.04 0.075
H -1.97 -4.64 2.56 0.055
H -0.97 -4.83 3.66 0.038
C 3.35 -5.69 -1.08 -0.098
O 4.13 -5.72 0.11 -0.184
C 3.33 -5.71 1.28 -0.191
C 4.16 -5.98 2.56 -0.395
C 4.74 -7.37 2.72 -0.084
N 3.32 -5.90 3.76 0.036
H 2.47 -6.33 -1.07 0.076
H 4.01 -6.04 -1.88 0.096
H 2.84 -4.73 -1.12 0.070
H 2.80 -4.76 1.36 0.116
H 2.55 -6.45 1.09 0.092
H 5.02 -5.32 2.46 0.143
H 3.91 -8.07 2.59 0.080
H 5.12 -7.60 3.72 0.078
H 5.53 -7.57 2.00 0.078
H 3.96 -5.70 4.51 0.078
H 2.99 -6.80 4.08 0.066
C 3.67 -2.92 -5.95 -0.101
O 3.61 -1.51 -6.30 -0.214
C 2.27 -0.79 -6.35 -0.112
C 2.46 0.72 -6.75 -0.419
C 3.06 1.49 -5.59 -0.083
N 1.26 1.47 -7.16 0.062
H 4.59 -3.36 -6.33 0.076
H 2.89 -3.52 -6.42 0.078
H 3.72 -2.98 -4.86 0.074
H 1.63 -1.32 -7.05 0.114
H 1.82 -0.75 -5.35 0.072
H 3.18 0.77 -7.56 0.134
H 4.02 1.17 -5.19 0.080
H 2.37 1.31 -4.76 0.048
H 3.11 2.58 -5.69 0.074
H 0.46 1.22 -6.60 0.035
H 1.07 1.12 -8.09 0.070
C -0.75 2.63 4.32 -0.094
O 0.40 1.93 4.79 -0.206
C 1.68 2.64 4.69 -0.183
C 2.81 1.78 5.10 -0.482
C 4.22 2.21 4.74 -0.044
N 2.64 0.44 4.65 0.047
H -0.78 2.74 3.24 0.071
H -0.80 3.65 4.73 0.085
H -1.63 2.01 4.51 0.079
H 1.81 2.90 3.64 0.116
H 1.67 3.57 5.26 0.127
H 2.70 1.71 6.18 0.141
H 4.89 1.39 5.02 0.081
H 4.55 3.02 5.39 0.078
H 4.31 2.43 3.68 0.054
H 2.67 0.25 3.66 0.071
H 1.75 0.16 5.03 0.068
```

Calculated values
SMILES ... CC1(C)CCCC(C)(C)N1O.CC1(C)CCCC(C)(C)N1O.CC1(C)CCCC(C)(C)N1O.COC[C@H](C)N.COC[C@H](C)N.COC[C@H](C)N.COC[C@H](C)N.COC[C@H](C)N.COC[C@H](C)N.COC[C@H](C)N
Total energy ... -3475.47306 Eh
Maximum force ... 3.601 eV/Å
Energy relative to the best compared isomer or geometry (same formula, charge and spin) ... 86.6 kcal/mol